# 1
12
Properties=species:S:1:pos:R:3:forces:R:3:lowdin_charge:R:1 method="wB97M-V/def2-TZVPD" gap_ev=10.23 e_tot_ev=-8338.1100 e_lumo_ev=0.61 e_above_lowest_kj_mol=226.9 charge=0 smiles="O=C[C@H]1CCO1" homo_energy_ev=-9.62
O -1.863414 2.186398 0.039502 0.3 -0.8 -0.1 0.08
C -0.978444 1.426280 -0.241733 -0.1 0.1 0.2 -0.18
C -0.847602 -0.108559 0.049998 -0.2 0.4 -0.2 -0.26
C 0.436189 -0.557219 -0.658701 0.2 0.1 -0.2 -0.11
C 0.984338 -0.772557 0.756900 0.3 -0.1 0.0 -0.16
O -0.262205 -0.348157 1.344263 -0.1 0.2 0.1 -0.08
H -0.050047 1.766527 -0.785991 -0.6 0.4 0.3 0.12
H -1.791935 -0.661800 -0.066029 0.3 0.3 -0.1 0.15
H 0.870846 0.332378 -1.125275 0.3 -0.5 -0.2 0.08
H 0.447035 -1.367646 -1.386425 -0.2 -0.1 0.3 0.11
H 1.805031 -0.098398 1.030669 -0.1 -0.2 0.0 0.12
H 1.250208 -1.797249 1.042822 -0.2 0.2 -0.1 0.12

***

# 2
12
Properties=species:S:1:pos:R:3:forces:R:3:lowdin_charge:R:1 method="wB97M-V/def2-TZVPD" gap_ev=10.44 e_tot_ev=-8338.7204 e_lumo_ev=0.76 e_above_lowest_kj_mol=168.0 charge=0 smiles="O=C[C@@H]1C[C@@H]1O" homo_energy_ev=-9.69
O 1.599234 0.213976 0.568385 0.5 0.1 -0.1 -0.01
C 0.348093 0.812081 0.476325 -0.5 0.1 0.0 -0.33
C -0.391177 0.791386 -0.819505 0.0 0.0 -0.2 -0.05
C -0.766433 -0.185995 0.276609 -0.2 -0.1 0.1 -0.18
C -0.309689 -1.594126 0.109856 0.1 -0.2 0.2 -0.24
O -0.792371 -2.528394 0.701843 0.1 0.3 -0.3 0.06
H 2.234827 0.686495 0.021879 0.0 0.1 0.0 0.11
H 0.186042 1.647789 1.161045 -0.1 -0.3 -0.2 0.15
H -1.091561 1.586473 -1.063454 0.2 -0.1 0.2 0.11
H 0.122728 0.368879 -1.679458 0.0 0.0 0.1 0.11
H -1.701700 -0.077877 0.818163 0.2 0.1 -0.1 0.15
H 0.562009 -1.720687 -0.571689 -0.3 -0.1 0.1 0.13

***

# 3
12
Properties=species:S:1:pos:R:3:forces:R:3:lowdin_charge:R:1 method="wB97M-V/def2-TZVPD" gap_ev="8.23 / 7.59" e_tot_ev=-8335.3942 e_lumo_ev="0.66 / 0.55" e_above_lowest_kj_mol=488.9 charge=0 homo_energy_ev="-7.57 / -7.05"
C -1.533814 0.745607 -0.018092 -0.2 -0.1 0.0 -0.08
C -0.824457 -0.438537 -0.632684 0.0 0.2 -0.3 -0.17
O 0.022048 -0.206179 -1.713505 -0.1 -0.1 -0.1 -0.01
C 0.621474 -0.883162 -0.595828 -0.5 -0.3 0.1 -0.29
C 1.251693 0.036176 0.228993 0.6 0.6 0.1 -0.14
O 1.875787 -0.277557 1.375875 0.1 -0.4 0.2 0.06
H -1.393316 0.765316 1.066944 0.0 0.0 -0.1 0.08
H -1.239417 1.716166 -0.437225 0.1 -0.2 0.0 0.08
H -2.604998 0.607459 -0.192399 0.1 0.1 0.0 0.07
H 1.738667 -1.218697 1.552437 0.2 0.1 0.1 0.12
H 0.867005 -1.943413 -0.658439 0.0 0.2 0.0 0.15
H 1.219328 1.096825 0.023918 -0.1 -0.1 0.0 0.14

***

# 4
12
Properties=species:S:1:pos:R:3:forces:R:3:lowdin_charge:R:1 method="wB97M-V/def2-TZVPD" gap_ev=10.84 e_tot_ev=-8339.7667 e_lumo_ev=0.76 e_above_lowest_kj_mol=67.0 charge=0 smiles="C=CCC(=O)O" homo_energy_ev=-10.08
C 1.212651 0.683882 0.946812 2.6 0.6 0.1 -0.52
C 0.816771 0.134780 -0.444257 -0.9 0.7 0.6 -0.10
C -0.688632 0.185911 -0.654974 -0.6 0.1 0.1 -0.19
C -1.483717 -0.895443 -0.673724 0.3 0.7 -0.6 0.00
H -0.286908 -0.141965 1.649889 0.0 0.1 0.5 0.10
H 1.328330 0.763364 -1.177825 0.0 -0.2 0.2 0.12
H 1.180923 -0.894551 -0.496709 0.0 0.1 -0.1 0.13
H -1.172406 1.201384 -0.749082 0.7 -1.1 0.1 0.13
H -1.080531 -1.907916 -0.663836 -0.1 0.2 0.2 0.07
H -2.550318 -0.776822 -0.875879 0.3 -0.1 0.3 0.06
O 0.471048 0.356973 2.011037 -0.9 -0.5 -0.8 0.12
O 2.252788 1.290403 1.128548 -1.3 -0.5 -0.5 0.09